[1]
The following is a quantum chemistry calculation of a structure of composition C43H49N3O3 at a distorted geometry, from the Open Molecules 2025 dataset.

Output
* energy: -2057.7755 hartree
* HOMO energy: -0.2047 Eh
* gap between HOMO and LUMO: 4.20 eV

ORCA input file:
```
! RIJCOSX wB97M-V def2-TZVPD def2/J DEFGRID3
* xyz 0 1
C -3.30 -5.05 1.82
N -2.99 -3.65 1.62
C -3.16 -2.78 2.66
O -3.76 -3.02 3.70
C -2.45 -1.49 2.30
C -1.23 -1.26 3.21
C -0.35 -2.48 3.26
C -0.66 -3.52 4.15
C 0.10 -4.69 4.18
C 1.20 -4.82 3.33
C 1.56 -3.76 2.49
C 0.81 -2.59 2.48
N -2.08 -1.71 0.91
C -1.24 -0.85 0.28
C -0.45 -1.20 -0.81
C 0.14 -0.33 -1.70
C 0.47 -0.76 -3.02
C 0.57 0.14 -4.12
C 0.67 -0.32 -5.43
C 0.73 -1.69 -5.70
C 0.74 -2.60 -4.63
C 0.65 -2.15 -3.32
C -2.52 -3.04 0.38
C -3.63 -3.03 -0.75
C -4.86 -2.29 -0.23
C -3.99 -4.47 -1.11
C -3.11 -2.36 -2.01
H -2.84 -5.38 2.76
H -4.39 -5.20 1.89
H -2.89 -5.64 0.99
H -3.17 -0.66 2.36
H -0.67 -0.38 2.86
H -1.63 -1.05 4.21
H -1.53 -3.42 4.80
H -0.19 -5.49 4.86
H 1.79 -5.74 3.34
H 2.43 -3.85 1.83
H 1.10 -1.75 1.84
H -1.18 0.14 0.73
H -0.33 -2.29 -0.95
H 0.45 0.75 -1.35
H 0.51 1.21 -3.92
H 0.69 0.40 -6.25
H 0.79 -2.05 -6.72
H 0.82 -3.68 -4.82
H 0.71 -2.86 -2.50
H -1.66 -3.61 0.00
H -4.64 -1.24 -0.01
H -5.64 -2.31 -1.01
H -5.27 -2.77 0.67
H -3.10 -5.06 -1.34
H -4.56 -4.96 -0.32
H -4.63 -4.47 -2.00
H -2.21 -2.86 -2.39
H -3.88 -2.42 -2.79
H -2.88 -1.30 -1.85
C 0.97 4.69 -4.36
C 0.25 4.89 -3.04
C 1.06 5.80 -2.13
C -1.11 5.48 -3.29
O -0.03 3.58 -2.38
C 1.04 2.86 -1.94
C 0.65 1.92 -0.84
N 1.75 1.70 -0.02
C 2.28 2.15 1.05
C 3.62 1.56 1.33
C 4.14 1.44 2.63
C 5.36 0.81 2.85
C 6.08 0.28 1.76
C 5.56 0.39 0.46
C 4.34 1.03 0.25
C 1.74 3.20 1.96
C 2.63 4.04 2.66
C 2.16 4.97 3.59
C 0.79 5.09 3.81
C -0.11 4.29 3.09
C 0.36 3.36 2.15
O 2.18 2.96 -2.37
H 0.35 4.11 -5.05
H 1.15 5.68 -4.82
H 1.93 4.20 -4.21
H 0.54 5.95 -1.18
H 2.06 5.39 -1.96
H 1.17 6.78 -2.61
H -1.67 5.60 -2.36
H -1.02 6.47 -3.76
H -1.69 4.84 -3.97
H -0.28 2.28 -0.36
H 3.59 1.86 3.47
H 5.76 0.73 3.86
H 7.03 -0.22 1.93
H 6.11 0.00 -0.39
H 3.92 1.14 -0.75
H 3.71 3.93 2.52
H 2.87 5.58 4.15
H 0.42 5.82 4.54
H -1.18 4.37 3.27
H -0.33 2.73 1.61
*
```

***

[2]
The following is a quantum chemistry calculation of a cluster of 18 separate species, C72H90N18 in total at a distorted geometry, from the Open Molecules 2025 dataset.

Output
* energy: -3783.0220 hartree
* HOMO energy: -0.2899 Eh
* gap between HOMO and LUMO: 8.18 eV
* energy above the lowest of the compared OMol25 structures with the same formula, charge and spin: 0.0 kJ/mol

ORCA input file:
```
! RIJCOSX wB97M-V def2-TZVPD def2/J DEFGRID3
* xyz 0 1
N 19.94 14.84 12.58
C 20.14 14.17 11.43
C 20.53 15.08 10.50
C 20.57 16.35 11.08
C 20.26 16.15 12.40
H 19.53 14.42 13.40
H 20.02 13.10 11.39
H 20.70 14.91 9.45
H 20.89 17.28 10.68
H 20.13 16.78 13.27
N 18.46 22.98 16.52
C 18.75 21.82 17.17
C 20.09 21.70 17.43
C 20.67 22.93 16.93
C 19.67 23.71 16.40
H 17.53 23.28 16.27
H 17.96 21.11 17.36
H 20.59 20.87 17.91
H 21.72 23.24 17.00
H 19.74 24.71 15.95
N 14.25 9.06 14.02
C 15.46 9.55 13.56
C 15.73 10.74 14.11
C 14.66 11.02 14.99
C 13.77 10.03 14.90
H 13.80 8.24 13.72
H 16.11 8.99 12.95
H 16.60 11.35 13.87
H 14.49 11.96 15.52
H 12.76 10.02 15.35
N 16.27 11.67 9.12
C 17.43 12.23 8.57
C 18.49 11.46 8.95
C 18.00 10.42 9.84
C 16.64 10.56 9.85
H 15.30 11.92 8.99
H 17.48 13.15 8.01
H 19.52 11.72 8.80
H 18.62 9.70 10.38
H 15.90 9.90 10.26
N 17.18 15.73 10.91
C 16.90 17.06 10.68
C 15.56 17.20 10.36
C 14.97 15.90 10.45
C 15.98 15.03 10.79
H 18.01 15.44 11.36
H 17.57 17.86 10.85
H 15.04 18.12 10.17
H 13.94 15.59 10.32
H 15.92 13.95 10.90
N 15.93 16.94 13.75
C 14.85 16.49 14.48
C 15.17 16.54 15.81
C 16.51 17.05 15.91
C 16.93 17.29 14.62
H 15.94 17.04 12.74
H 13.91 16.22 14.00
H 14.57 16.23 16.63
H 17.07 17.21 16.81
H 17.85 17.81 14.30
N 13.48 11.60 11.83
C 13.26 12.88 11.25
C 12.99 12.75 9.93
C 12.97 11.37 9.65
C 13.30 10.70 10.77
H 13.76 11.41 12.80
H 13.36 13.79 11.79
H 12.85 13.54 9.21
H 12.90 10.98 8.66
H 13.47 9.65 10.83
N 12.97 20.86 13.34
C 12.45 21.05 12.09
C 12.47 19.83 11.42
C 13.08 18.87 12.30
C 13.40 19.52 13.49
H 13.03 21.61 14.01
H 12.04 22.00 11.80
H 12.05 19.63 10.44
H 13.18 17.82 12.15
H 13.83 19.11 14.36
N 14.86 17.40 23.25
C 15.51 16.41 22.61
C 16.56 15.98 23.41
C 16.53 16.82 24.58
C 15.48 17.69 24.46
H 14.08 17.93 22.93
H 15.27 16.12 21.57
H 17.26 15.19 23.18
H 17.22 16.75 25.41
H 15.15 18.52 25.05
N 15.30 20.77 17.49
C 15.40 20.70 16.13
C 15.25 21.97 15.63
C 15.05 22.86 16.74
C 15.03 22.06 17.85
H 15.19 19.98 18.10
H 15.54 19.76 15.60
H 15.27 22.31 14.63
H 15.04 23.93 16.67
H 14.88 22.35 18.87
N 13.17 20.08 20.25
C 14.26 19.21 20.25
C 14.11 18.40 19.14
C 12.92 18.79 18.41
C 12.40 19.80 19.12
H 13.09 20.85 20.91
H 15.05 19.15 20.96
H 14.71 17.54 18.93
H 12.54 18.39 17.51
H 11.51 20.36 18.86
N 10.85 14.85 17.34
C 12.17 15.17 17.02
C 12.58 14.36 16.03
C 11.49 13.51 15.69
C 10.46 13.82 16.54
H 10.26 15.36 17.98
H 12.71 15.93 17.54
H 13.56 14.42 15.61
H 11.48 12.70 14.97
H 9.49 13.35 16.53
N 9.16 15.00 12.70
C 9.01 14.55 11.42
C 9.89 15.26 10.66
C 10.57 16.17 11.47
C 10.13 15.97 12.72
H 8.60 14.71 13.48
H 8.32 13.76 11.17
H 10.04 15.22 9.59
H 11.26 16.94 11.15
H 10.41 16.51 13.59
N 14.12 12.84 18.59
C 13.96 13.40 19.82
C 15.13 13.35 20.56
C 16.07 12.68 19.70
C 15.43 12.36 18.53
H 13.43 12.91 17.84
H 12.99 13.76 20.17
H 15.27 13.67 21.60
H 17.09 12.42 19.97
H 15.87 11.85 17.68
N 19.65 20.95 14.25
C 20.43 20.42 13.33
C 19.64 19.91 12.34
C 18.29 20.14 12.78
C 18.33 20.78 14.00
H 20.00 21.26 15.14
H 21.48 20.63 13.46
H 20.02 19.54 11.42
H 17.35 19.93 12.27
H 17.58 21.16 14.68
N 22.19 17.70 17.28
C 21.23 17.64 18.24
C 20.04 18.04 17.71
C 20.26 18.36 16.34
C 21.58 18.17 16.11
H 23.14 17.44 17.43
H 21.40 17.47 19.29
H 19.18 18.09 18.38
H 19.52 18.69 15.62
H 22.12 18.20 15.19
N 19.65 19.92 22.83
C 19.64 21.20 22.37
C 18.86 21.24 21.26
C 18.47 19.95 20.99
C 18.97 19.15 21.96
H 20.17 19.56 23.63
H 20.23 21.98 22.78
H 18.78 22.07 20.62
H 17.92 19.62 20.13
H 18.83 18.09 22.01
N 19.57 15.04 15.82
C 20.82 14.54 15.66
C 20.69 13.20 15.46
C 19.35 12.82 15.51
C 18.70 14.01 15.73
H 19.42 15.94 16.24
H 21.68 15.18 15.59
H 21.48 12.51 15.19
H 18.97 11.84 15.24
H 17.66 14.22 15.81
*
```